No. 1
Density functional theory data (ωB97M-V with the def2-TZVPD basis set) for a 2-piece molecular cluster, C2H7IP2 overall at a distorted geometry.

Summary:
SMILES ... CP(#P)I.C
Highest occupied orbital energy (alpha / beta) ... -8.25 / -8.48 eV
HOMO-LUMO gap (alpha / beta) ... 0.23491 / 0.23364 Ha
Lowest unoccupied orbital energy (alpha / beta) ... -1.86 / -2.12 eV
Spin multiplicity ... 1

Geometry as XYZ:
```
12
C2H7IP2 | OMol25 | ωB97M-V with the def2-TZVPD basis set
C -1.449 -2.342 0.183
P -0.466 -0.768 0.198
P 0.582 -0.628 -1.586
I -2.394 0.777 0.257
H -2.029 -2.539 -0.830
H -2.112 -2.350 0.955
H -0.845 -3.243 0.164
C 1.744 2.177 0.143
H 0.921 1.637 0.250
H 1.429 3.317 0.269
H 2.555 1.960 0.892
H 2.064 2.003 -0.895
```

Löwdin population analysis, charges in e, atoms 1 to 4: C -0.4936; P -0.0330; P 0.3404; I 0.2691

=====

No. 2
Density functional theory data (ωB97M-V with the def2-TZVPD basis set) for one molecule with the formula C2H4Cl2N2 at a distorted geometry.

Summary:
SMILES ... [H]/N=C(/CCl)NCl
Highest occupied orbital energy ... -9.84 eV
HOMO-LUMO gap ... 0.37276 Ha
Lowest unoccupied orbital energy ... 0.30 eV
Spin multiplicity ... 1

Geometry as XYZ:
```
10
C2H4Cl2N2 | OMol25 | ωB97M-V with the def2-TZVPD basis set
H 1.620 -1.755 -0.405
N 0.896 -1.368 0.127
C 0.158 -0.390 -0.091
C -0.856 0.007 0.968
Cl -0.706 1.817 1.468
N 0.134 0.417 -1.232
Cl 1.450 0.437 -2.402
H -0.775 -0.430 1.907
H -1.789 -0.093 0.564
H -0.132 1.358 -0.904
```

Löwdin population analysis, charges in e, atoms 1 to 4: H 0.0247; N 0.1529; C -0.5941; C -0.3834

=====

No. 3
Density functional theory data (ωB97M-V with the def2-TZVPD basis set) for C30H28MoN3O9PSSe2 as an isolated structure at a distorted geometry.

Summary:
⟨S²⟩ ... 2.050
Highest occupied orbital energy (alpha / beta) ... -7.91 / -7.86 eV
HOMO-LUMO gap (alpha / beta) ... 0.18070 / 0.21516 Ha
Lowest unoccupied orbital energy (alpha / beta) ... -2.99 / -2.01 eV
Spin multiplicity ... 3

Geometry as XYZ:
```
75
C30H28MoN3O9PSSe2 | OMol25 | ωB97M-V with the def2-TZVPD basis set
Mo 0.424 -0.244 0.159
O -2.840 3.619 4.856
C -2.440 4.151 3.807
O -2.364 5.325 3.424
C -1.721 3.142 2.913
C -0.365 3.264 2.608
C 0.271 2.300 1.862
N -0.395 1.233 1.379
C -1.725 1.129 1.626
C -2.404 2.033 2.390
C -2.371 -0.053 0.963
O -3.535 -0.323 1.025
O -1.469 -0.794 0.295
H 0.190 4.125 2.956
H 1.326 2.359 1.628
H -3.457 1.883 2.588
Se 2.757 0.365 -0.549
P 1.816 1.737 -1.986
Se -0.324 1.377 -1.802
C 2.387 1.474 -3.673
C 3.760 1.382 -3.890
C 4.244 1.256 -5.182
C 3.360 1.232 -6.253
C 1.993 1.326 -6.034
C 1.501 1.441 -4.742
C 2.247 3.425 -1.550
C 3.004 3.705 -0.416
C 3.283 5.024 -0.088
C 2.802 6.051 -0.883
C 2.050 5.770 -2.021
C 1.775 4.459 -2.361
H 4.450 1.407 -3.054
H 5.310 1.183 -5.352
H 3.740 1.145 -7.263
H 1.307 1.317 -6.872
H 0.434 1.503 -4.564
H 3.407 2.917 0.211
H 3.881 5.231 0.790
H 3.013 7.079 -0.621
H 1.678 6.575 -2.640
H 1.187 4.242 -3.246
O 1.258 -1.501 -3.024
C 0.558 -2.140 -2.245
O 0.489 -2.063 -0.973
C -0.437 -3.145 -2.847
N -0.180 -3.091 -4.337
C -1.438 -2.619 -5.013
C -2.108 -1.794 -3.927
C -1.880 -2.646 -2.677
H -0.270 -4.144 -2.455
H 0.190 -3.954 -4.723
H 0.567 -2.347 -4.365
H -2.031 -3.499 -5.259
H -1.178 -2.087 -5.924
H -3.162 -1.628 -4.141
H -1.618 -0.824 -3.824
H -2.572 -3.488 -2.655
H -1.986 -2.093 -1.744
N 0.693 -1.726 1.786
C 1.938 -1.180 2.262
C 3.131 -1.656 1.725
C 4.287 -0.916 1.905
C 4.243 0.282 2.611
C 3.080 0.655 3.279
C 1.917 -0.072 3.109
S 5.626 1.431 2.550
O 6.086 1.518 3.916
O 6.539 0.815 1.606
O 4.964 2.632 2.051
H 0.791 -2.654 1.388
H -0.054 -1.730 2.473
H 3.127 -2.543 1.101
H 5.221 -1.199 1.437
H 3.084 1.560 3.873
H 0.990 0.246 3.570
```

Löwdin population analysis, charges in e, atoms 1 to 4: Mo 1.3021; O 0.0050; C -0.7228; O 0.0023

=====

Results for relative energy (zero: lowest compared OMol25 entry of this formula, charge and spin): 47.0, 32.0, 34.3 (in kcal/mol, following the order of the records).
Results for E_tot: -28863.31386, -30162.31207, -207136.86630 (in eV, following the order of the records).